No. 1
{
  "formula": "C22H24F26N2O4SSi",
  "method": "ωB97M-V/def2-TZVPD",
  "species": ["C", "C", "C", "F", "Si", "F", "C", "C", "S", "C", "N", "N", "C", "O", "H", "H", "H", "H", "H", "H", "H", "H", "H", "H", "H", "H", "C", "C", "C", "F", "F", "F", "F", "O", "C", "C", "F", "F", "F", "F", "H", "H", "H", "H", "C", "C", "C", "F", "F", "F", "F", "O", "C", "C", "F", "F", "F", "F", "H", "H", "H", "H", "C", "C", "C", "F", "F", "F", "F", "O", "C", "C", "F", "F", "F", "F", "H", "H", "H", "H"],
  "coordinates": [[6.18876, 0.54229, 2.41190], [6.63844, -0.91989, 2.57789], [6.29494, -1.79378, 1.40171], [6.88448, -1.29165, 0.23213], [4.44130, -1.95199, 1.03848], [4.32760, -2.92395, -0.20841], [3.48349, -2.59625, 2.51843], [2.07722, -3.15655, 2.22053], [1.31948, -2.55084, 0.69054], [-0.02413, -1.57553, 1.19974], [-0.92286, -1.30153, 0.37131], [-1.82142, -0.46669, 1.05380], [-1.39480, -0.33796, 2.21212], [-0.22404, -1.01380, 2.40294], [6.19538, 0.83239, 1.36708], [5.18711, 0.66136, 2.81960], [6.84758, 1.19835, 2.96728], [6.26259, -1.32081, 3.51734], [7.72548, -0.90429, 2.66883], [6.71755, -2.79191, 1.54814], [3.91783, -0.62000, 0.69063], [3.39586, -1.76980, 3.22480], [4.07568, -3.36083, 3.02077], [2.17542, -4.22877, 2.09080], [1.43067, -3.02672, 3.08053], [-1.83205, 0.23024, 3.00369], [7.78181, 0.41408, -2.78608], [7.03180, 1.59745, -2.15075], [6.01799, 2.35254, -3.01299], [6.59261, 2.92087, -4.09207], [5.46752, 3.34507, -2.27328], [7.92062, 2.45729, -1.60331], [6.31013, 1.06566, -1.12543], [9.10092, 0.62372, -3.27495], [9.35075, 1.07570, -4.55203], [10.05000, 2.43881, -4.55553], [9.32526, 3.36273, -3.89776], [10.20283, 2.85417, -5.83585], [8.24125, 1.07397, -5.31853], [10.21607, 0.19933, -5.11544], [7.92705, -0.28439, -1.96269], [7.16273, -0.11278, -3.51241], [5.21971, 1.68221, -3.34354], [11.03307, 2.35709, -4.08678], [-6.86602, 3.12742, 1.31156], [-6.30788, 3.42443, 2.71431], [-5.43144, 4.66701, 2.89195], [-4.31390, 4.61365, 2.14273], [-5.05030, 4.74994, 4.18988], [-5.67675, 2.33084, 3.19443], [-7.39550, 3.63665, 3.51283], [-6.20737, 2.16708, 0.50192], [-5.14824, 2.50036, -0.32329], [-3.85136, 1.79807, 0.08641], [-3.52823, 2.08937, 1.36707], [-2.83711, 2.23027, -0.70181], [-4.99856, 3.84006, -0.41697], [-5.46424, 2.05590, -1.56045], [-7.83670, 2.67063, 1.50122], [-7.07526, 4.04464, 0.76007], [-5.99076, 5.57139, 2.63619], [-3.94076, 0.72169, -0.01364], [-8.19844, -1.80298, -1.51617], [-8.90445, -3.16939, -1.55625], [-9.53171, -3.69239, -0.26148], [-8.61558, -3.86634, 0.71170], [-10.10183, -4.89575, -0.50639], [-8.07467, -4.09515, -2.08360], [-9.94594, -3.02680, -2.42704], [-6.78369, -1.76664, -1.39972], [-6.14569, -1.79365, -0.17959], [-5.26110, -3.03329, -0.00959], [-5.97728, -4.16461, -0.15025], [-4.72496, -3.02316, 1.23402], [-7.00535, -1.63741, 0.84671], [-5.31154, -0.72452, -0.15370], [-8.37809, -1.37734, -2.50247], [-8.67684, -1.12257, -0.81108], [-10.30637, -3.00744, 0.09482], [-4.45569, -3.02466, -0.74746]],
  "mulliken_charge": [-0.72, -0.69, 0.19, -0.21, 0.24, -0.30, -0.73, -0.84, -0.14, 0.47, -0.65, 0.17, -0.18, -0.31, -0.04, 0.29, 0.37, 0.35, 0.39, 0.24, -0.07, 0.37, 0.50, 0.39, 0.46, 0.48, -0.66, 0.91, 0.08, -0.24, -0.26, -0.29, -0.33, -0.40, 0.78, 0.21, -0.22, -0.26, -0.29, -0.30, 0.32, 0.37, 0.30, 0.23, -0.81, 0.92, 0.07, -0.21, -0.27, -0.25, -0.33, -0.24, 0.83, 0.66, -0.27, -0.31, -0.30, -0.32, 0.37, 0.32, 0.28, 0.01, -0.71, 0.87, 0.10, -0.21, -0.27, -0.27, -0.33, -0.36, 0.67, 0.24, -0.25, -0.25, -0.28, -0.38, 0.43, 0.32, 0.28, 0.27],
  "e_lumo_ev": 0.386,
  "smiles": "CC[C@H](F)[Si@@H](F)CCSc1nnco1.FC(F)C(F)(F)COC(F)(F)C(F)F.FC(F)C(F)(F)COC(F)(F)C(F)F.FC(F)C(F)(F)COC(F)(F)C(F)F",
  "charge": 0,
  "homo_lumo_gap_ev": 9.73
}



No. 2
{
  "formula": "C6H14NS",
  "method": "ωB97M-V/def2-TZVPD",
  "species": ["C", "C", "C", "C", "C", "C", "N", "S", "H", "H", "H", "H", "H", "H", "H", "H", "H", "H", "H", "H", "H", "H"],
  "coordinates": [[1.25320, -0.52779, 1.05412], [0.99932, 1.78599, 0.12679], [0.21189, -0.94654, -0.08383], [-0.76724, 0.17809, -0.29232], [-0.69667, -2.10992, 0.40136], [-1.24361, 0.57147, -1.62747], [1.84031, 0.66968, 0.46440], [-1.89520, 0.56967, 0.99109], [0.56684, -0.35681, 1.91871], [2.12187, -1.12629, 1.32930], [1.08307, 2.15382, -0.89638], [0.27305, 2.33370, 0.73641], [0.79134, -1.07442, -1.11725], [-0.97901, -1.79065, 1.41592], [-0.14502, -3.00099, 0.30829], [-1.57510, -2.29767, -0.14449], [-0.49770, 0.33733, -2.38332], [-1.57860, 1.64568, -1.68014], [-2.06022, -0.13869, -1.83094], [2.51844, 1.15230, 1.08864], [2.22984, 0.31647, -0.33708], [-2.45080, 1.65558, 0.55816]],
  "mulliken_charge": [-0.52, -0.95, -0.27, 0.76, -1.55, -1.56, 0.00, -0.10, 0.31, 0.39, 0.33, 0.42, 0.31, 0.47, 0.41, 0.38, 0.41, 0.43, 0.39, 0.39, 0.35, 0.20],
  "e_lumo_ev": [-3.890, -3.914],
  "relative_energy_kcal_mol": 95.38,
  "charge": 1,
  "homo_lumo_gap_ev": [7.93, 7.80]
}



No. 3
{
  "formula": "C2H6",
  "method": "ωB97M-V/def2-TZVPD",
  "species": ["C", "C", "H", "H", "H", "H", "H", "H"],
  "coordinates": [[0.76885, 0.01005, 0.01705], [-0.75869, -0.03398, 0.05362], [1.26007, -0.93132, 0.06771], [1.04991, 0.15512, -0.94143], [1.26874, 0.78107, 0.79762], [-1.15473, -0.69117, -0.61604], [-1.29206, 1.12444, -0.37352], [-1.14211, -0.41421, 0.99499]],
  "mulliken_charge": [-0.87, -0.79, 0.34, 0.34, 0.21, 0.32, 0.19, 0.28],
  "e_lumo_ev": 1.258,
  "relative_energy_kcal_mol": 33.00,
  "charge": 0,
  "homo_lumo_gap_ev": 12.57
}



No. 4
{
  "formula": "C7H11Cl2N4",
  "method": "ωB97M-V/def2-TZVPD",
  "species": ["C", "C", "C", "C", "C", "C", "C", "N", "N", "N", "N", "Cl", "Cl", "H", "H", "H", "H", "H", "H", "H", "H", "H", "H", "H"],
  "coordinates": [[0.17820, 0.41419, -0.26400], [-2.63069, -0.99945, -0.14159], [1.98718, -0.92540, -0.50586], [-0.10314, -0.55607, 0.69690], [-2.07734, 1.43320, -0.17382], [-0.40830, 2.28937, -1.75930], [1.84768, -1.48206, 1.88182], [1.26714, 0.25753, -0.96816], [-2.85235, 0.15830, -0.21394], [-0.76940, 1.39537, -0.69576], [1.11111, -1.48640, 0.68105], [-3.13796, -2.46384, -0.38620], [-2.23331, 1.79586, 1.66953], [1.89615, -1.60086, -1.35088], [3.01393, -0.79883, -0.23343], [-0.67067, -0.27212, 1.62920], [-2.70518, 2.23824, -0.47224], [0.75732, 2.26587, -1.84939], [-0.77350, 1.92265, -2.78922], [-0.83918, 3.34168, -1.56182], [1.31603, -1.77425, 2.77946], [2.75708, -2.21545, 1.69346], [2.21192, -0.52424, 1.96532], [0.85727, -2.41331, 0.36886]],
  "mulliken_charge": [0.89, 0.69, -0.58, -1.11, -0.27, -0.93, -1.01, -0.62, -0.16, 0.19, 0.14, -0.02, -0.13, 0.33, 0.36, 0.24, 0.53, 0.33, 0.30, 0.34, 0.33, 0.34, 0.47, 0.37],
  "e_lumo_ev": [-4.763, -4.766],
  "relative_energy_kcal_mol": 35.18,
  "charge": 1,
  "homo_lumo_gap_ev": [6.64, 6.64]
}



No. 5
{
  "formula": "C3H6Cl2NP",
  "method": "ωB97M-V/def2-TZVPD",
  "species": ["C", "C", "C", "N", "P", "Cl", "Cl", "H", "H", "H", "H", "H", "H"],
  "coordinates": [[0.70915, -0.94976, -1.71009], [-0.37340, -1.08107, -0.67182], [0.11249, 0.32299, -1.89310], [-0.82516, 0.25467, -1.00632], [-0.82413, 1.43050, 3.59382], [-0.34474, 3.26625, 2.83261], [0.94136, 0.54214, 3.30612], [1.78420, -0.89748, -1.31012], [0.70030, -1.61258, -2.54152], [-0.93107, -1.96079, -0.96615], [0.01343, -1.13773, 0.47234], [0.46717, 1.11888, -2.58406], [-1.42959, 0.70398, 2.47829]],
  "mulliken_charge": [-0.53, -0.15, 0.11, -0.58, 0.22, -0.17, -0.17, 0.19, 0.27, 0.27, 0.13, 0.30, 0.12],
  "e_lumo_ev": 0.632,
  "relative_energy_kcal_mol": 0.00,
  "charge": 0,
  "homo_lumo_gap_ev": 10.30
}



No. 6
{
  "formula": "C20H36N4O5S2",
  "method": "ωB97M-V/def2-TZVPD",
  "species": ["C", "C", "O", "C", "C", "N", "C", "N", "C", "C", "O", "C", "C", "O", "C", "C", "N", "C", "N", "H", "C", "C", "O", "C", "C", "H", "H", "H", "H", "H", "H", "H", "S", "C", "H", "H", "C", "H", "H", "O", "C", "H", "H", "C", "H", "H", "H", "H", "H", "H", "H", "H", "H", "H", "H", "H", "H", "H", "S", "H", "H", "H", "H", "H", "H", "H", "H"],
  "coordinates": [[-4.20612, -2.61388, -1.71222], [-4.62620, -3.41584, -0.74500], [-3.93613, -4.19158, 0.11937], [-2.52518, -4.16474, 0.13160], [-1.97616, -3.16751, 1.15639], [-2.29859, -1.81481, 0.78946], [-2.48657, -0.83166, 1.69635], [-2.88854, 0.37348, 1.21881], [-2.86875, 1.53170, 2.08777], [-1.45219, 1.94804, 2.49081], [-0.66944, 2.14632, 1.33045], [0.67260, 2.49483, 1.58793], [1.56108, 1.36122, 2.12473], [1.92921, 0.41513, 1.14848], [0.88586, -0.44388, 0.72062], [1.44311, -1.38506, -0.35375], [1.47217, -0.82794, -1.68816], [2.46739, -0.00515, -2.11844], [3.41653, 0.35640, -1.23109], [3.15904, 0.40430, -0.24940], [4.48371, 1.24426, -1.62897], [5.36862, 1.55885, -0.42480], [4.69784, 2.32917, 0.54812], [4.54427, 3.64910, 0.26078], [3.82761, 4.46551, 1.01522], [3.75196, 5.50791, 0.77356], [3.31478, 4.11575, 1.89214], [5.06853, 4.00462, -0.62101], [5.65335, 0.63254, 0.08028], [6.27579, 2.07413, -0.76639], [4.07586, 2.17434, -2.05076], [5.07432, 0.76037, -2.41339], [2.56023, 0.49308, -3.70147], [0.37295, -1.10210, -2.58421], [-0.08283, -2.05554, -2.31191], [0.77561, -1.16958, -3.59884], [-0.69441, -0.00511, -2.56553], [-0.20427, 0.97388, -2.49930], [-1.27981, -0.03416, -3.49551], [-1.55479, -0.20353, -1.46015], [-2.37246, 0.91416, -1.17225], [-2.89111, 1.23572, -2.08673], [-1.75652, 1.74427, -0.80012], [-3.41530, 0.52619, -0.11880], [-4.17596, 1.31082, -0.09401], [-3.90095, -0.40724, -0.42165], [2.45651, -1.68134, -0.06497], [0.81987, -2.28100, -0.38810], [0.52672, -1.02970, 1.57955], [0.04877, 0.13232, 0.31717], [2.50691, 1.79217, 2.46031], [1.07650, 0.85495, 2.96988], [0.70787, 3.33069, 2.30176], [1.07497, 2.83172, 0.62835], [-1.02342, 1.16462, 3.12433], [-1.50286, 2.87905, 3.07490], [-3.42126, 1.30979, 3.00776], [-3.35213, 2.35513, 1.56293], [-2.26552, -1.09908, 3.31952], [-2.10026, -1.53424, -0.16196], [-2.42446, -3.36151, 2.13480], [-0.88976, -3.31398, 1.24409], [-2.12747, -3.95343, -0.86688], [-2.21423, -5.17141, 0.42683], [-5.68402, -3.55011, -0.55623], [-4.92649, -2.10163, -2.32182], [-3.17326, -2.44517, -1.95962]],
  "mulliken_charge": [-0.68, 0.11, -0.40, -0.69, -0.72, 0.52, 0.17, 0.38, -1.62, -0.24, -0.15, -0.81, -0.53, -0.46, 0.99, -1.80, 0.32, 0.31, -0.11, 0.45, -0.62, -0.99, -0.31, 0.24, -0.89, 0.27, 0.25, 0.30, 0.33, 0.45, 0.44, 0.48, -0.37, -1.60, 0.37, 0.53, -0.59, 0.45, 0.41, 0.12, -0.38, 0.64, 0.17, -1.43, 0.49, 0.38, 0.52, 0.44, 0.32, -0.35, 0.44, 0.36, 0.37, 0.30, 0.31, 0.44, 0.45, 0.50, -0.36, -0.25, 0.59, 0.21, 0.36, 0.42, 0.38, 0.32, 0.04],
  "e_lumo_ev": 0.685,
  "relative_energy_kcal_mol": 1.41,
  "smiles": "C=COCCNC(=S)N1CCOCCOCCN(C(=S)NCCOC=C)CCOCC1",
  "charge": 0,
  "homo_lumo_gap_ev": 8.67
}



No. 7
{
  "formula": "C14H15FIN4O6Se4W",
  "method": "ωB97M-V/def2-TZVPD",
  "species": ["W", "O", "C", "C", "C", "C", "C", "C", "N", "H", "H", "H", "H", "H", "H", "H", "Se", "Se", "Se", "Se", "N", "C", "O", "C", "I", "H", "H", "H", "H", "F", "C", "C", "N", "C", "C", "O", "O", "C", "O", "N", "C", "O", "H", "H", "H", "H"],
  "coordinates": [[0.09163, -1.73745, 0.56780], [1.68259, -2.31131, 2.26257], [1.66697, -1.57214, 3.49221], [0.59930, -0.52637, 3.41082], [0.39461, 0.31879, 4.48352], [-0.60836, 1.26985, 4.42237], [-1.38678, 1.34611, 3.27275], [-1.12848, 0.49415, 2.23156], [-0.13716, -0.44033, 2.27871], [1.92092, -3.22721, 2.43288], [2.63889, -1.09546, 3.63395], [1.47785, -2.23424, 4.33810], [1.01827, 0.21924, 5.36272], [-0.78597, 1.93448, 5.25804], [-2.19299, 2.06015, 3.18022], [-1.71324, 0.52905, 1.32720], [-1.02526, -3.55354, 1.93979], [0.31591, -4.30634, 0.24662], [-0.85915, -4.18860, -1.79242], [0.00009, -2.02324, -2.15965], [2.36160, 0.06561, -1.65916], [2.73980, -0.80869, -0.79153], [1.92320, -1.24390, 0.13174], [4.10811, -1.37482, -0.77909], [3.94380, -3.37878, -1.52639], [1.39743, 0.36343, -1.77581], [3.02417, 0.39306, -2.35398], [4.49588, -1.41812, 0.23420], [4.79149, -0.82057, -1.41612], [-3.71899, 4.45056, -2.71712], [-2.79987, 3.51286, -2.78379], [-2.99383, 2.31294, -2.24187], [-1.99947, 1.31870, -2.30777], [-2.32872, -0.03371, -1.90402], [-1.22391, -0.70974, -1.11509], [-0.31304, 0.00149, -0.41690], [-1.68160, -1.63540, -0.10988], [-0.81714, 1.53932, -2.95419], [0.06694, 0.66410, -2.98813], [-0.63851, 2.76604, -3.48926], [-1.55175, 3.85758, -3.48393], [-1.27947, 4.89789, -3.99213], [-3.91328, 2.04582, -1.74197], [-2.58289, -0.66143, -2.76099], [-3.20765, 0.01309, -1.25827], [0.22802, 2.92714, -3.98829]],
  "mulliken_charge": [1.39, -0.23, -0.43, 0.66, -1.04, -0.27, -0.86, -0.13, 0.06, 0.33, 0.37, 0.39, 0.54, 0.48, 0.50, 0.47, 0.00, 0.00, 0.05, 0.41, 0.00, 0.73, -0.68, -1.22, 0.23, 0.12, 0.30, 0.40, 0.57, -0.25, 0.18, 0.00, 0.32, -1.24, 1.24, -0.65, -0.41, 0.41, -0.78, -0.08, 0.24, -0.47, 0.41, 0.22, 0.49, 0.27],
  "e_lumo_ev": -11.991,
  "relative_energy_kcal_mol": 29.00,
  "charge": 3,
  "homo_lumo_gap_ev": 4.83
}



The records above give, respectively, E values of -4547.4220; -689.5625; -79.7393; -1412.3141; -1434.3467; -2175.2116; -11282.4226 Ha.